# 1
Here is 6 unconnected molecules or ions with the total composition C35H77ClN2O17PS5 from the Open Molecules 2025 dataset. Energies are from ωB97M-V/def2-TZVPD.

```
! RIJCOSX wB97M-V def2-TZVPD def2/J DEFGRID3
* xyz 1 1
C 6.0217 2.5280 2.2937
C 6.3698 3.5105 0.9914
C 6.4140 5.1245 1.4214
C 4.9222 5.6047 1.9023
C 4.9374 6.8854 2.9647
C 3.8294 6.6852 4.1693
C 2.4455 7.5587 3.9654
C 1.8638 7.5743 2.4364
C 0.2859 7.2003 2.2675
C -0.2757 5.9593 3.1592
C 0.7265 4.6954 3.3776
C 0.2773 3.2984 2.6192
C 1.0821 2.8866 1.2107
C 2.2766 3.7763 0.5287
C 1.8601 4.0323 -1.0661
C 0.5509 1.4487 0.6192
C -0.6294 0.6055 1.3557
P -1.2284 -1.0598 0.5924
O -2.6705 -1.6099 1.4025
Cl -1.8451 -0.4987 -1.4078
N -1.2099 1.1332 2.6107
N -0.7640 2.3200 3.0798
O -1.3442 2.7014 4.2679
C -2.8014 2.5610 4.2234
C -3.5484 3.3453 2.9824
C -3.9127 4.9224 3.3020
H 4.8532 2.3486 2.3170
H 6.5167 1.4508 2.1718
H 6.4096 3.0570 3.2781
H 7.4209 3.2420 0.5485
H 5.5393 3.3612 0.1599
H 6.6818 5.7024 0.4298
H 7.2595 5.2812 2.2213
H 4.3599 5.9800 0.9238
H 4.2661 4.7002 2.3140
H 6.0315 7.0394 3.4160
H 4.7329 7.8730 2.3330
H 4.3757 7.0460 5.1675
H 3.6213 5.5185 4.2576
H 1.6480 7.2285 4.7866
H 2.7318 8.6793 4.2603
H 2.4705 6.9135 1.6668
H 1.9916 8.6950 2.0454
H 0.0317 7.0590 1.1163
H -0.3312 8.1658 2.6044
H -0.6658 6.3346 4.2058
H -1.2419 5.5407 2.5964
H 0.7079 4.4408 4.5436
H 1.8503 4.8727 3.1086
H 2.3945 4.8426 0.9955
H 3.3013 3.1824 0.5736
H 2.3308 3.2421 -1.7934
H 0.6859 4.0719 -1.1601
H 2.3313 5.0875 -1.3362
H 1.0255 1.0032 -0.3665
H -2.5372 -2.4856 1.8744
H -3.1870 1.4341 4.3178
H -3.2114 3.0854 5.2155
H -4.6004 2.7984 2.8451
H -2.9995 3.1958 1.9357
H -3.4433 5.5733 2.4303
H -3.5094 5.2444 4.3748
H -5.0846 5.1432 3.2963
O 1.5891 -0.3546 -6.5478
S 1.6238 -1.7985 -6.4628
O 0.5848 -2.6275 -7.0367
O 1.8419 -2.2338 -4.9077
C 0.9212 -1.7605 -3.9332
C -0.4053 -2.4919 -4.0181
C 3.1874 -2.3673 -7.0812
H 0.7846 -0.6777 -4.0258
H 1.3688 -1.9468 -2.9511
H -0.9186 -2.2715 -4.9575
H -1.0663 -2.1941 -3.1983
H -0.2536 -3.5752 -3.9783
H 3.9858 -1.7782 -6.6268
H 3.1892 -2.2297 -8.1648
H 3.2982 -3.4265 -6.8422
O -1.2184 -4.4735 1.1496
S 0.0386 -5.1888 1.1090
O 0.8875 -5.1854 -0.0639
O -0.2132 -6.7317 1.5686
C -1.1778 -7.5027 0.8641
C -0.6650 -7.9259 -0.4996
C 1.0208 -4.6924 2.5017
H -2.1228 -6.9551 0.7808
H -1.3748 -8.3974 1.4643
H -0.5257 -7.0624 -1.1549
H -1.3718 -8.6046 -0.9871
H 0.3052 -8.4251 -0.4109
H 0.4055 -4.7283 3.4024
H 1.3647 -3.6713 2.3222
H 1.8782 -5.3624 2.5867
O -7.5214 5.3950 3.5735
S -8.3748 6.5319 3.8427
O -8.6794 6.9623 5.1911
O -9.7711 6.3538 3.0218
C -10.5366 5.1739 3.2292
C -11.2526 5.2018 4.5665
C -7.7575 7.9321 2.9433
H -9.9056 4.2835 3.1349
H -11.2810 5.1287 2.4272
H -10.5415 5.1733 5.3961
H -11.9195 4.3400 4.6683
H -11.8382 6.1204 4.6733
H -7.5603 7.6344 1.9120
H -6.8319 8.2574 3.4237
H -8.4975 8.7334 2.9845
O -5.1733 -9.5727 -2.1823
S -5.3184 -9.9355 -0.7892
O -4.2549 -9.7341 0.1723
O -5.8255 -11.4811 -0.6931
C -5.0538 -12.4912 -1.3298
C -3.7840 -12.7931 -0.5564
C -6.7890 -9.1721 -0.1528
H -4.8313 -12.2112 -2.3652
H -5.6728 -13.3940 -1.3653
H -3.1053 -11.9365 -0.5611
H -3.2531 -13.6425 -0.9974
H -4.0123 -13.0197 0.4899
H -7.6116 -9.3493 -0.8476
H -6.5979 -8.1003 -0.0625
H -7.0093 -9.5930 0.8299
O 6.9093 -2.6617 -7.5010
S 6.9240 -3.8666 -8.3017
O 5.8597 -4.8460 -8.2364
O 8.3494 -4.6273 -8.0904
C 8.7458 -4.9751 -6.7702
C 7.9616 -6.1642 -6.2477
C 7.1549 -3.4161 -10.0030
H 8.6540 -4.1132 -6.1005
H 9.8079 -5.2394 -6.8127
H 6.9048 -5.9158 -6.1213
H 8.3474 -6.4873 -5.2758
H 8.0157 -7.0025 -6.9494
H 7.9816 -2.7074 -10.0748
H 6.2307 -2.9521 -10.3551
H 7.3608 -4.3176 -10.5829
*
```

E_HOMO (hartree): -0.4384
LUMO (eV): -4.301
F_max (hartree/bohr): 0.1090

Here are the Löwdin charges for atoms 1 to 2, given in e: C -0.1447; C -0.2517

=====

# 2
Here is 2 unconnected molecules or ions with the total composition C3H6N2O2 from the Open Molecules 2025 dataset. Energies are from ωB97M-V/def2-TZVPD.

```
! RIJCOSX wB97M-V def2-TZVPD def2/J DEFGRID3
* xyz 0 1
O -1.4971 1.0414 0.8811
C -0.4406 0.5516 0.5886
C 0.1632 -0.7465 1.1108
O 1.5554 -0.4106 1.2100
C 1.6938 0.6749 0.4273
N 0.6645 1.2448 -0.0605
H 0.0775 -1.5562 0.3849
H -0.2272 -1.0428 2.0800
H 2.7218 0.9947 0.2961
N -1.1221 -0.2443 -1.4961
H -2.0121 0.2409 -1.5437
H -1.1749 -1.1151 -2.0045
H -0.4022 0.3672 -1.8741
*
```

SMILES string: O=C1COC=N1.N
Energy relative to the best compared isomer or geometry (same formula, charge and spin) (kcal per mole): 48.0
E_HOMO (hartree): -0.3615
LUMO (eV): 0.735
F_max (hartree/bohr): 0.0114

Here are the natural (NBO) charges for atoms 1 to 2, given in e: O -0.5535; C 0.6833

=====

# 3
Here is a single C3H4N4 molecule from the Open Molecules 2025 dataset. Energies are from ωB97M-V/def2-TZVPD.

```
! RIJCOSX wB97M-V def2-TZVPD def2/J DEFGRID3
* xyz 0 1
N -1.2954 -0.4877 1.4453
C -0.2454 -0.2106 0.6165
C 0.7456 -1.1652 0.2962
N 1.4729 -0.9737 -0.7815
C 1.1137 0.1161 -1.5454
N 0.5240 1.1802 -1.0906
N -0.0248 1.0275 0.1544
H -1.3573 -1.4844 1.6312
H -2.1754 -0.0316 1.2421
H 1.4425 0.1509 -2.5799
H -0.2387 1.8922 0.6322
*
```

SMILES string: NC1=C=NC=NN1
Energy relative to the best compared isomer or geometry (same formula, charge and spin) (kcal per mole): 90.9
E_HOMO (spin up / spin down) (hartree): -0.2834 / -0.2833
LUMO (spin up / spin down) (eV): 0.133 / 0.132
F_max (hartree/bohr): 0.0068

Here are the natural (NBO) charges for atoms 1 to 2, given in e: N -0.7825; C 0.3108

=====

# 4
Here is a molecular structure, C14H22MoN2O3S2 from the Open Molecules 2025 dataset. Energies are from ωB97M-V/def2-TZVPD.

```
! RIJCOSX wB97M-V def2-TZVPD def2/J DEFGRID3
* xyz 4 3
Mo -0.1627 -0.0932 0.1458
C -1.1477 2.9444 -0.0834
O -1.3188 1.5231 0.3657
C -2.5264 1.3082 1.2441
C -3.0805 -0.0550 0.9221
O -1.8944 -0.9466 0.8640
C -2.0961 -2.3801 0.5327
C -0.7127 -2.9759 0.5264
O 0.1840 -2.0262 -0.2288
C 1.2479 -2.7150 -1.0317
H -2.0796 3.2627 -0.5419
H -0.3318 2.9608 -0.7963
H -0.9182 3.5366 0.7990
H -3.2588 2.0838 1.0274
H -2.1884 1.4052 2.2736
H -3.5828 -0.0999 -0.0428
H -3.7555 -0.3930 1.7078
H -2.5942 -2.4352 -0.4339
H -2.7154 -2.8496 1.2965
H -0.7092 -3.9386 0.0184
H -0.2860 -3.0883 1.5208
H 0.7614 -3.4488 -1.6681
H 1.9273 -3.1895 -0.3281
H 1.7505 -1.9554 -1.6188
C 1.1837 -0.0649 3.3765
C 2.0093 0.4714 2.2606
N 1.6083 0.5188 0.9651
C 2.5846 1.0755 0.1084
C 3.6972 1.4365 0.7633
S 3.5530 1.0928 2.4488
C 2.1661 1.1321 -1.2851
C 2.7443 1.5672 -2.4208
S 1.6863 1.3432 -3.7549
C 0.4938 0.6749 -2.7779
N 0.8770 0.6207 -1.4883
C -0.8293 0.1983 -3.2745
H 0.2099 -0.4183 3.0286
H 1.0178 0.6973 4.1420
H 1.6910 -0.8950 3.8747
H 4.5974 1.8846 0.3621
H 3.7268 2.0041 -2.5469
H -0.9250 0.3391 -4.3511
H -1.6472 0.7587 -2.8132
H -0.9568 -0.8717 -3.0879
*
```

Expectation value of S²: 2.02
E_HOMO (spin up / spin down) (hartree): -0.8040 / -0.8032
LUMO (spin up / spin down) (eV): -16.512 / -15.815
F_max (hartree/bohr): 0.0367

Here are the natural (NBO) charges for atoms 1 to 2, given in e: Mo 1.9133; C -0.2431